Record 1
Below is 5 unconnected molecules or ions with the total composition C20H55N5O5 in a non-equilibrium geometry, with properties calculated with wB97M-V/def2-TZVPD.

Computed properties:
Total charge: +1
Spin multiplicity: 2
ΔE to the lowest compared entry with this formula, charge and spin in kcal/mol: 9.8
Strongest force on any atom in eV/Å: 3.30
<S²>: 0.754
Kohn-Sham gap (spin up / spin down) in eV: 8.53 / 2.78
DFT total energy in a.u.: -1444.47453
Lowest unoccupied orbital energy (spin up / spin down) in eV: -2.46 / -8.21

Atoms and positions in Å:
C 4.393 3.410 -0.483
C 4.003 2.109 -1.226
C 4.865 0.898 -0.870
O 4.959 0.124 -2.029
C 5.509 -1.126 -1.733
N 2.644 1.947 -0.906
H 3.607 4.154 -0.355
H 5.231 3.858 -1.017
H 4.765 3.224 0.524
H 4.102 2.412 -2.268
H 4.478 0.363 -0.003
H 5.844 1.190 -0.490
H 4.991 -1.862 -1.117
H 6.514 -1.079 -1.313
H 5.649 -1.667 -2.669
H 2.086 2.650 -1.369
H 2.373 1.012 -1.176
C -1.542 0.505 3.322
C -0.543 0.203 2.236
C -1.226 0.027 0.809
O -0.240 -0.052 -0.250
C 0.735 -1.157 -0.138
N 0.394 1.333 2.226
H -2.239 1.292 3.036
H -1.110 0.879 4.250
H -2.123 -0.411 3.435
H -0.097 -0.776 2.410
H -1.949 0.840 0.745
H -1.817 -0.882 0.697
H 1.288 -1.361 -1.055
H 0.220 -2.060 0.192
H 1.406 -0.759 0.623
H -0.135 2.192 2.165
H 0.900 1.202 1.362
C -1.120 4.741 -2.869
C -0.096 3.647 -3.334
C -0.936 2.283 -3.602
O -0.034 1.218 -3.837
C -0.638 -0.097 -3.700
N 0.765 4.052 -4.421
H -1.962 4.725 -3.560
H -0.791 5.779 -2.924
H -1.485 4.584 -1.854
H 0.656 3.462 -2.568
H -1.522 2.391 -4.514
H -1.621 2.094 -2.776
H -1.150 -0.170 -4.660
H -1.348 -0.169 -2.876
H 0.125 -0.874 -3.647
H 1.277 3.214 -4.654
H 0.269 4.241 -5.280
C -5.930 2.129 7.823
C -5.575 0.607 7.682
C -5.172 0.256 6.272
O -5.934 0.921 5.277
C -5.763 0.602 3.919
N -4.578 0.273 8.657
H -5.033 2.631 7.463
H -6.254 2.399 8.828
H -6.717 2.347 7.100
H -6.488 0.048 7.886
H -5.011 -0.813 6.136
H -4.163 0.606 6.058
H -5.120 1.394 3.534
H -6.704 0.587 3.368
H -5.145 -0.287 3.798
H -3.773 0.805 8.358
H -4.347 -0.696 8.495
C 3.630 -4.487 -4.966
C 2.358 -4.199 -4.171
C 1.776 -5.462 -3.413
O 0.841 -4.926 -2.492
C 0.183 -5.781 -1.594
N 2.817 -3.224 -3.156
H 3.275 -4.683 -5.977
H 4.051 -5.440 -4.643
H 4.321 -3.644 -4.973
H 1.598 -3.910 -4.897
H 2.560 -5.929 -2.817
H 1.276 -6.101 -4.141
H 0.839 -6.405 -0.988
H -0.460 -6.420 -2.200
H -0.385 -5.205 -0.863
H 2.457 -2.350 -3.511
H 2.243 -3.396 -2.344

Cartesian forces, eV/Å:
C 1.4 0.8 0.4
C 0.6 1.0 2.7
C 0.0 0.5 -0.3
O -0.7 -0.2 0.8
C 1.6 -1.9 -1.1
N 0.8 -1.1 -3.0
H -0.2 -0.2 -0.4
H -0.1 0.2 0.0
H -0.2 -0.4 0.0
H -0.2 -0.2 -0.7
H -0.7 -0.3 0.0
H 0.3 0.5 -0.4
H -1.0 0.7 0.3
H 0.2 0.6 0.2
H -0.2 0.2 -0.2
H -0.9 0.6 0.6
H -1.1 -0.8 0.8
C -0.9 -0.5 -0.3
C -0.8 0.5 -0.9
C 0.9 -0.8 1.1
O 0.2 0.2 -0.7
C -1.3 1.6 1.2
N 0.5 -1.3 -0.4
H -0.1 0.1 -0.3
H 0.3 -0.6 0.0
H -0.2 0.2 0.7
H 0.7 0.3 0.5
H 0.5 0.4 -1.0
H -0.1 -0.3 0.6
H -0.5 0.4 -0.3
H 0.2 -0.1 0.1
H 0.5 -0.9 0.2
H -0.1 0.2 -0.1
H 0.4 0.6 -0.2
C 0.4 -0.4 -0.7
C -1.7 -0.4 0.2
C 1.3 1.2 -0.1
O 0.6 -0.5 1.6
C -0.1 1.2 -1.3
N 0.0 -0.3 -0.5
H -0.2 -0.2 0.1
H 0.6 -0.2 0.0
H 0.0 -0.3 -0.1
H -0.3 -0.3 0.8
H -0.3 0.4 -0.1
H 0.1 -0.1 0.3
H -0.4 -0.8 0.1
H 0.2 0.1 0.1
H 0.1 0.3 0.1
H 0.5 -0.1 -0.2
H -0.4 0.4 -0.1
C 0.2 -1.4 -1.1
C -2.1 1.4 0.1
C 1.5 0.8 -1.5
O -1.8 -0.5 0.8
C 1.4 0.4 0.5
N 0.2 -0.3 -0.3
H 0.0 0.6 0.4
H 0.4 -0.1 -0.1
H 0.0 0.2 0.1
H -0.1 -0.1 0.3
H -0.9 -0.5 -0.1
H 0.8 0.4 0.6
H -0.1 0.3 -0.6
H 0.0 -0.2 0.2
H -0.4 -0.5 -0.1
H 0.6 0.1 0.4
H 0.3 -0.4 0.4
C -1.2 -1.2 -1.1
C 1.2 -1.4 1.0
C 0.2 1.6 -0.1
O -0.1 1.0 0.3
C 0.0 -0.6 -0.4
N -1.3 0.3 -0.2
H 0.5 0.0 -0.4
H 0.6 0.3 0.2
H 0.0 -0.3 0.2
H -0.3 0.7 0.5
H 0.2 -0.5 -0.4
H 0.2 -0.4 0.1
H 0.5 -0.1 -0.2
H -0.4 -0.3 0.4
H -0.2 0.3 -0.4
H 0.3 0.6 0.1
H -0.2 0.0 0.4

Record 2
Below is a molecular structure, C20H57F2HgN2O20S2 in a non-equilibrium geometry, with properties calculated with wB97M-V/def2-TZVPD.

Computed properties:
Total charge: +1
Spin multiplicity: 1
Strongest force on any atom in eV/Å: 10.44
Kohn-Sham gap in eV: 1.10
DFT total energy in a.u.: -3559.08859
Lowest unoccupied orbital energy in eV: -9.96

Atoms and positions in Å:
Hg -2.795 -3.746 -3.632
N 1.092 -1.357 -2.508
S 1.272 -0.291 -1.499
O 1.906 0.970 -1.931
O 1.526 -0.605 -0.079
F -0.314 0.106 -1.519
S 2.752 -1.379 -3.088
O 3.910 -1.248 -2.195
O 2.998 -0.757 -4.427
F 2.800 -2.963 -3.395
C 9.487 4.218 0.398
C 8.346 3.481 -0.375
O 7.371 3.289 0.502
O 10.031 3.331 1.308
H 8.999 5.045 0.915
H 10.208 4.587 -0.331
H 8.795 2.539 -0.691
H 8.097 4.006 -1.297
H 6.561 3.049 0.046
H 9.365 3.316 2.000
C 8.326 -2.401 3.875
C 8.467 -1.864 5.390
O 8.517 -0.534 5.324
O 9.495 -2.183 3.226
H 7.481 -2.035 3.291
H 8.140 -3.464 4.026
H 9.296 -2.303 5.946
H 7.603 -2.046 6.028
H 7.630 -0.314 5.617
H 9.439 -1.253 2.991
C 3.651 -2.703 -12.496
C 2.672 -3.632 -13.126
O 2.234 -4.572 -12.085
O 4.905 -3.346 -11.976
H 3.100 -2.299 -11.646
H 3.757 -1.837 -13.149
H 2.917 -4.177 -14.038
H 1.865 -2.969 -13.437
H 2.933 -5.210 -11.920
H 5.615 -2.733 -11.771
C 2.251 6.297 -6.564
C 0.894 6.793 -6.369
O 0.830 8.166 -6.347
O 3.311 6.728 -5.723
H 2.546 6.543 -7.585
H 2.324 5.217 -6.438
H 0.578 6.529 -5.360
H 0.126 6.488 -7.079
H 1.448 8.448 -5.669
H 2.883 6.512 -4.891
C -0.382 -6.486 0.154
C -0.427 -7.683 -0.911
O -0.482 -7.094 -2.216
O -1.470 -5.533 0.081
H 0.622 -6.097 -0.013
H -0.357 -6.907 1.159
H -1.334 -8.268 -0.759
H 0.465 -8.306 -0.845
H 0.399 -7.268 -2.555
H -1.457 -5.014 0.889
C -5.844 6.216 -2.988
C -5.882 7.487 -2.142
O -7.216 7.797 -1.807
O -6.336 5.136 -2.190
H -4.892 5.711 -3.154
H -6.423 6.157 -3.910
H -5.493 8.269 -2.794
H -5.350 7.338 -1.203
H -7.491 8.682 -2.055
H -6.141 4.253 -2.513
C 1.231 2.141 8.401
C 2.367 2.949 8.919
O 3.583 2.240 8.880
O 1.050 1.103 9.238
H 1.498 1.688 7.447
H 0.324 2.742 8.327
H 2.275 3.360 9.924
H 2.527 3.878 8.373
H 3.733 1.948 9.782
H 0.481 1.342 9.974
C -4.151 -3.373 5.509
O -5.129 -3.195 4.500
C -5.911 -2.004 4.669
C -7.060 -1.803 3.616
N -7.881 -2.994 3.304
C -8.755 -3.395 4.464
C -10.063 -2.639 4.613
O -10.647 -2.580 3.409
C -12.034 -2.283 3.216
H -3.401 -4.149 5.354
H -4.650 -3.814 6.372
H -3.661 -2.436 5.773
H -5.241 -1.150 4.767
H -6.441 -2.097 5.617
H -6.596 -1.600 2.651
H -7.631 -0.884 3.749
H -7.206 -3.743 3.250
H -8.211 -3.354 5.408
H -8.889 -4.397 4.056
H -9.775 -1.668 5.015
H -10.732 -2.936 5.422
H -12.388 -1.415 3.772
H -12.461 -3.219 3.576
H -12.301 -2.089 2.177

Cartesian forces, eV/Å:
Hg 0.2 -0.1 0.1
N 3.8 -3.2 -3.8
S -2.6 7.7 6.6
O -0.6 -2.5 0.3
O -0.3 -0.2 -2.9
F 1.2 -0.3 0.5
S 4.7 -1.7 -4.3
O -3.3 0.2 -0.4
O -2.2 -1.4 3.8
F -0.9 1.3 0.3
C -1.2 0.0 -1.5
C 3.5 0.7 -1.7
O -3.0 -0.4 1.9
O 0.5 -0.1 0.6
H 0.1 0.4 -0.1
H 0.3 -0.1 0.3
H 0.2 -0.3 -0.2
H -0.4 0.4 0.0
H -0.2 -0.1 0.2
H 0.2 -0.4 0.4
C -0.8 -1.7 2.3
C -1.3 -2.4 -0.4
O 0.2 3.5 0.2
O 0.9 0.3 -0.7
H -0.3 0.6 0.6
H 0.3 -0.3 -0.3
H 0.5 -0.1 -0.7
H -0.4 -1.3 -0.4
H 0.2 1.2 -0.2
H 0.6 0.3 -0.4
C 1.4 0.4 1.0
C 0.0 -1.4 1.1
O -0.6 0.8 -1.1
O -1.9 0.1 -1.3
H 0.1 -0.1 0.3
H 0.9 -0.1 -0.3
H 0.7 0.0 0.1
H -0.5 -0.3 0.4
H 0.3 0.1 -0.2
H -0.4 0.4 -0.2
C 2.0 -1.9 -2.5
C -1.3 0.2 2.0
O 0.1 2.1 -0.5
O -1.3 1.0 0.6
H 0.2 0.0 -0.1
H -0.8 -0.4 -0.6
H -0.5 -1.0 0.3
H 0.5 -0.6 -0.1
H 0.1 0.4 -0.1
H 0.8 0.2 1.0
C 0.3 -1.4 -0.3
C -1.3 2.2 0.8
O 0.4 -0.5 0.2
O 0.9 -1.0 -0.7
H -0.1 0.9 -0.1
H -0.1 -0.3 0.1
H 0.1 -0.1 -0.1
H -0.1 0.0 0.5
H -0.1 0.3 -0.6
H 0.1 0.0 0.0
C 0.3 -2.7 0.5
C -0.4 -0.2 -1.3
O -0.8 -0.3 0.3
O -1.7 -0.3 1.9
H 1.1 1.9 -0.8
H 0.0 1.1 -0.2
H 0.6 0.2 0.4
H 0.4 0.1 -0.3
H 0.4 0.0 -0.1
H 0.2 0.4 -0.4
C 0.3 1.4 -0.8
C 1.1 2.0 -0.3
O 0.4 -0.4 0.2
O -1.0 -3.0 2.0
H 0.0 0.4 -0.3
H -0.1 0.3 -0.4
H -0.8 -0.4 0.4
H -0.1 0.0 -0.7
H 0.2 -0.3 -0.2
H 0.0 0.0 0.0
C -0.5 -0.3 1.0
O -0.4 0.3 -1.2
C -0.5 -0.7 0.6
C 1.2 -0.6 -1.9
N 0.5 2.1 3.1
C 0.0 -1.2 -1.8
C 0.8 0.8 1.2
O -0.5 0.8 -3.1
C 0.3 -0.8 1.1
H 0.0 0.2 -1.2
H -0.2 0.5 0.5
H 0.0 0.0 0.0
H -0.1 0.3 -0.4
H 0.0 0.0 0.5
H 0.5 0.1 -0.2
H -0.2 -0.3 0.8
H 0.1 -0.4 -0.7
H 0.1 -0.2 0.1
H -0.8 -0.5 1.3
H 0.1 0.9 -0.3
H 0.0 -1.0 0.1
H 0.2 0.0 0.4
H -1.1 0.3 -0.1
H 0.7 -0.4 -0.1

Record 3
Below is a molecular structure, C20H57LiO15 in a non-equilibrium geometry, with properties calculated with wB97M-V/def2-TZVPD.

Computed properties:
Total charge: 0
Spin multiplicity: 1
ΔE to the lowest compared entry with this formula, charge and spin in kcal/mol: 0.0
Strongest force on any atom in eV/Å: 1.81
Kohn-Sham gap in eV: 8.57
DFT total energy in a.u.: -1932.29820
Lowest unoccupied orbital energy in eV: -0.45

Atoms and positions in Å:
Li 1.009 -0.037 -2.577
C -1.087 0.528 0.139
C 0.220 -0.247 0.094
O 0.374 -1.051 -1.051
H -1.244 1.150 -0.747
H -1.071 1.161 1.030
H -1.960 -0.132 0.168
H 0.360 -0.819 1.023
H 1.014 0.531 0.133
C -0.356 -2.364 3.595
C -1.448 -1.598 4.314
C -1.943 -0.385 3.574
O -2.554 -2.515 4.474
H 0.628 -1.874 3.673
H -0.471 -2.324 2.506
H -0.250 -3.389 3.934
H -1.170 -1.346 5.340
H -2.778 0.159 4.020
H -2.337 -0.628 2.582
H -1.136 0.347 3.458
H -2.895 -2.792 3.618
C -3.672 2.599 -1.869
C -4.450 1.661 -0.946
C -5.687 2.323 -0.374
O -4.804 0.480 -1.627
H -2.879 2.132 -2.455
H -3.203 3.395 -1.281
H -4.387 3.076 -2.546
H -3.814 1.470 -0.069
H -5.412 3.114 0.323
H -6.223 1.573 0.215
H -6.398 2.691 -1.115
H -4.001 0.070 -1.984
C -1.325 -4.151 -0.799
C 0.024 -4.687 -1.241
O 0.645 -3.801 -2.183
O -1.217 -3.100 0.136
H -1.874 -4.979 -0.347
H -1.835 -3.781 -1.696
H 0.016 -5.688 -1.680
H 0.722 -4.826 -0.401
H 0.787 -3.011 -1.635
H -0.685 -2.382 -0.262
C -3.478 -1.440 -4.449
C -2.200 -1.360 -3.635
O -2.477 -1.122 -2.262
O -4.238 -2.580 -4.120
H -3.311 -1.451 -5.525
H -4.058 -0.525 -4.264
H -1.524 -0.599 -4.056
H -1.631 -2.295 -3.697
H -1.614 -0.891 -1.874
H -4.416 -2.577 -3.172
C 1.181 2.550 -3.396
C 2.234 2.423 -2.336
O 2.691 1.070 -2.284
O 0.017 1.778 -3.040
H 1.530 2.193 -4.370
H 0.965 3.618 -3.506
H 1.804 2.685 -1.361
H 3.049 3.119 -2.541
H 3.632 1.036 -2.072
H -0.656 2.024 -3.685
C 4.624 1.595 0.208
C 4.678 2.795 1.113
O 3.648 3.770 0.902
O 5.275 1.843 -1.056
H 3.622 1.208 0.022
H 5.176 0.782 0.695
H 5.624 3.320 0.918
H 4.767 2.562 2.176
H 3.910 4.298 0.143
H 6.209 1.657 -0.939
C 1.831 2.646 3.606
C 0.976 1.834 2.657
O -0.315 2.365 2.539
O 1.935 3.998 3.140
H 2.807 2.157 3.729
H 1.389 2.706 4.601
H 0.934 0.807 3.035
H 1.487 1.764 1.683
H -0.230 3.315 2.393
H 2.468 3.946 2.324
C 3.481 -1.677 0.913
C 2.801 -2.646 1.817
O 3.329 -3.964 1.603
O 3.116 -1.826 -0.446
H 4.570 -1.758 0.958
H 3.257 -0.659 1.266
H 1.723 -2.642 1.634
H 2.982 -2.421 2.874
H 2.963 -4.544 2.276
H 2.233 -1.441 -0.601

Cartesian forces, eV/Å:
Li -0.2 -0.3 0.8
C -0.3 -0.3 0.2
C 0.3 0.7 -0.6
O 0.1 0.3 -0.5
H 0.4 0.1 0.0
H -0.3 -0.1 -0.3
H 0.1 -0.1 0.2
H -0.2 -0.1 0.0
H 0.1 -0.2 -0.1
C 1.3 1.1 -0.7
C -1.3 -1.1 -0.2
C 0.2 0.9 -0.5
O -0.1 0.0 0.7
H -0.1 0.0 0.5
H -0.6 -0.4 0.1
H -0.2 0.0 0.1
H 0.1 0.0 -0.1
H 0.1 -0.3 0.6
H 0.4 -0.3 -0.1
H -0.2 -0.1 -0.1
H 0.2 0.2 -0.2
C -0.4 0.7 0.2
C 0.7 0.4 0.0
C -0.4 -0.5 0.3
O -0.3 0.0 0.0
H -0.1 -0.3 0.1
H 0.0 0.0 0.0
H 0.2 -0.1 -0.2
H 0.1 -0.4 -0.1
H 0.0 0.2 -0.2
H 0.0 0.0 0.0
H 0.2 0.1 -0.2
H 0.1 -0.1 0.3
C 0.4 -0.4 -0.3
C 1.0 -0.2 -0.2
O -0.2 0.0 0.6
O 0.2 0.1 0.4
H -0.3 0.2 0.1
H -0.2 -0.3 0.0
H -0.6 0.2 -0.3
H -0.3 0.3 0.3
H 0.2 0.3 -0.5
H -0.1 -0.1 -0.2
C -0.2 0.5 0.6
C 0.7 -0.6 -0.4
O 0.0 0.6 -0.5
O -0.1 -0.2 -0.1
H 0.3 -0.3 0.0
H 0.0 0.0 0.1
H -0.2 0.3 0.0
H -0.2 -0.1 -0.2
H -0.1 -0.3 0.5
H 0.0 0.1 0.0
C 0.0 0.3 -0.4
C 0.0 -0.2 0.4
O -0.4 0.0 -0.4
O 0.6 0.2 -0.1
H 0.3 0.0 0.1
H -0.3 -0.1 0.1
H 0.0 0.1 0.0
H 0.1 -0.1 -0.1
H 0.1 -0.1 0.0
H -0.2 -0.3 0.2
C 0.9 -0.7 0.3
C 0.8 1.2 -0.2
O 0.0 -0.5 0.0
O -0.8 0.1 0.0
H -0.1 0.3 0.0
H -0.2 0.0 0.1
H 0.1 -0.3 -0.1
H -0.7 -0.2 0.0
H -0.1 0.1 0.0
H 0.1 0.0 -0.1
C -0.1 0.4 0.1
C 0.7 -0.2 0.3
O -0.2 0.1 0.1
O 0.3 -0.7 -0.2
H 0.1 0.2 -0.1
H -0.2 -0.1 -0.1
H -0.4 0.0 0.0
H -0.1 0.2 0.0
H 0.1 0.0 0.1
H -0.2 0.4 0.2
C 0.1 0.7 -0.5
C 0.1 -1.2 0.6
O 0.0 0.2 -0.3
O 0.2 0.3 0.0
H 0.0 -0.3 0.1
H -0.2 0.0 0.1
H 0.0 0.1 -0.1
H -0.1 0.5 -0.1
H -0.1 0.0 0.0
H -0.2 -0.3 0.1

Q: Which formula does entry 1 have?
A: C20H55N5O5